[1]
79
Properties=species:S:1:pos:R:3:lowdin_charge:R:1 method="wB97M-V/def2-TZVPD" fmax_ev_per_a=0.89 charge=-1 orbital_gap_ev=5.866
Sn -0.7673 -0.7365 0.0270 1.14
N -1.0146 1.8743 0.7210 -0.03
C -0.4808 2.9099 -0.1682 -0.25
C -1.2564 2.9623 -1.4848 -0.23
N -0.9374 1.8065 -2.2931 -0.07
C -0.1341 2.1136 -3.4640 -0.24
C 1.3010 2.4917 -3.1073 -0.29
N 1.9958 1.3998 -2.4430 0.02
H -0.4105 1.7625 1.5257 0.01
H -1.9424 2.1396 1.0312 0.07
H -0.5100 3.8998 0.3102 0.11
H 0.5615 2.6628 -0.3787 0.09
H -2.3219 2.9882 -1.2423 0.09
H -1.0145 3.8907 -2.0202 0.11
H -1.7634 1.3023 -2.5873 0.09
H -0.1289 1.2219 -4.0911 0.11
H -0.5583 2.9491 -4.0485 0.11
H 1.8178 2.7102 -4.0461 0.11
H 1.2917 3.4173 -2.5094 0.10
H 2.9784 1.6157 -2.3424 0.06
H 1.6219 1.2519 -1.5069 0.03
C 4.3675 -0.3751 -0.5277 -0.07
C 4.0095 -1.5580 0.3808 -0.37
C 2.9009 -2.4043 -0.2391 -0.08
C 3.6816 -1.0356 1.7692 -0.14
C 4.6090 -1.2997 2.7660 -0.08
C 4.4864 -0.8007 4.0527 -0.13
C 3.4007 0.0150 4.3240 -0.08
C 2.4470 0.3152 3.3633 -0.15
C 1.3397 1.2684 3.7650 -0.37
C 1.4009 2.5495 2.9201 -0.08
C -0.0273 0.5744 3.7244 -0.07
C 2.5303 -0.2197 2.0330 -0.33
O 1.6465 0.0547 1.1155 -0.26
H 4.4560 -0.6904 -1.5717 0.07
H 5.3118 0.0744 -0.2135 0.08
H 3.5828 0.3742 -0.4342 0.05
H 4.8969 -2.1936 0.4735 0.12
H 1.9944 -1.8086 -0.3279 0.01
H 2.6772 -3.2681 0.3871 0.07
H 3.2057 -2.7591 -1.2284 0.07
H 5.4779 -1.9022 2.5152 0.10
H 5.2316 -1.0210 4.8072 0.08
H 3.3020 0.4421 5.3184 0.10
H 1.5182 1.5636 4.8045 0.12
H 1.5093 2.2911 1.8677 0.05
H 2.2692 3.1447 3.2091 0.08
H 0.5048 3.1634 3.0611 0.07
H -0.1763 0.0703 2.7707 0.02
H -0.8435 1.2859 3.8890 0.07
H -0.0720 -0.1855 4.5056 0.08
O 0.3392 -4.7927 1.6750 -0.59
S 0.1870 -3.4085 2.1542 0.68
N -0.5019 -2.4619 1.2469 -0.59
N -1.3570 -3.8653 -3.5308 0.15
C -0.8989 -2.6418 -3.1644 -0.69
O -1.6588 -1.7040 -2.9768 -0.03
C 0.5992 -2.5290 -3.0710 -0.57
I 1.4407 -2.4783 -5.0434 0.74
H -2.3519 -4.0118 -3.5357 0.11
H -0.7515 -4.6657 -3.5406 0.10
H 1.0453 -3.3776 -2.5603 0.05
H 0.9008 -1.5838 -2.6325 0.01
C -4.6675 1.4865 -0.7631 -0.19
Si -4.5302 -0.3307 -0.1937 0.41
C -4.7087 -1.3835 -1.7595 -0.19
C -6.1466 -0.6327 0.7852 -0.21
C -3.0101 -0.7251 0.7994 -0.44
H -5.7104 1.7747 -0.9077 0.02
H -4.1497 1.6429 -1.7125 0.01
H -4.2410 2.1743 -0.0284 0.01
H -5.5562 -1.0618 -2.3698 0.02
H -4.8658 -2.4324 -1.4960 0.02
H -3.8080 -1.3259 -2.3717 -0.01
H -7.0328 -0.4282 0.1787 0.02
H -6.2043 -0.0038 1.6771 0.02
H -6.2112 -1.6714 1.1180 0.02
H -3.1167 -1.7572 1.1548 -0.03
H -2.9993 -0.1041 1.7061 -0.02

[2]
75
Properties=species:S:1:pos:R:3:lowdin_spin:R:1 method="wB97M-V/def2-TZVPD" fmax_ev_per_a=5.32 spin_multiplicity=5 charge=+4 s2=6.047 orbital_gap_ev="6.509 / 5.089"
Ru -0.1505 -0.4472 -0.4903 1.32
P -2.1637 -1.3257 -0.5344 0.02
P 0.9041 -2.1278 0.2920 0.13
P -0.1651 0.1428 -2.7368 0.11
H 1.3807 2.2880 1.5501 0.01
C 1.1071 2.6958 0.5764 0.10
C -0.1768 2.6999 0.1589 0.04
H -1.0777 2.6539 0.8052 0.00
C -2.9509 -1.6651 1.0897 0.01
C -2.1115 -2.9926 -1.3149 0.01
C -3.4229 -0.4120 -1.5040 0.00
C 2.3139 -1.7941 1.4278 0.02
C 0.0934 -3.3866 1.3241 0.03
C 1.6541 -2.9958 -1.1039 0.05
C -1.2073 1.5916 -3.1759 0.04
C -0.6876 -1.2222 -3.8344 0.02
C 1.3597 0.6108 -3.6097 0.01
H 1.8890 3.1645 -0.0265 0.00
H -0.4038 2.8985 -0.9088 0.00
H -3.2774 -0.7518 1.5978 0.00
H -2.2809 -2.1734 1.7925 0.01
H -3.8267 -2.3014 0.9271 0.00
H -1.3231 -3.6167 -0.8815 0.00
H -1.9319 -2.9355 -2.3944 0.00
H -3.0860 -3.4643 -1.1241 0.00
H -3.5409 0.6279 -1.1727 0.00
H -4.3836 -0.9232 -1.3713 0.00
H -3.1944 -0.3899 -2.5765 0.00
H 3.2309 -2.0691 0.9039 0.00
H 2.2590 -2.3555 2.3616 0.00
H 2.3393 -0.7324 1.6753 0.00
H 0.6807 -4.3195 1.3141 0.00
H -0.9227 -3.6132 0.9999 0.00
H 0.0359 -2.9882 2.3472 0.00
H 2.2005 -3.8751 -0.7329 0.01
H 2.3512 -2.3142 -1.6135 0.00
H 0.8593 -3.2932 -1.8025 0.00
H -1.3810 1.6133 -4.2597 0.01
H -0.6763 2.5094 -2.9003 0.00
H -2.1722 1.5738 -2.6623 0.00
H -0.3584 -0.9862 -4.8575 0.00
H -1.7749 -1.3651 -3.8401 0.00
H -0.1784 -2.1411 -3.5119 0.00
H 1.2711 0.4239 -4.6961 0.00
H 2.1809 -0.0143 -3.2299 0.00
H 1.5679 1.6814 -3.4474 0.00
C 3.4266 0.7052 -0.5117 0.01
C 4.5572 0.0970 0.0742 0.26
C 5.8346 0.6158 -0.1571 0.21
C 6.0046 1.6622 -1.0655 0.01
C 4.8930 2.2641 -1.6764 0.23
C 3.5931 1.8783 -1.2842 0.26
O 2.2696 -0.0172 -0.6230 -0.01
H 1.3116 0.4013 -0.3565 0.01
H 4.4383 -0.7884 0.6980 0.01
H 6.7143 0.0579 0.1903 0.01
H 7.0230 1.8848 -1.3966 0.00
H 5.0320 2.9943 -2.4830 0.01
H 2.7103 2.4060 -1.6597 0.01
C -0.8931 0.6821 5.2357 0.00
N -1.8201 1.3080 4.3408 0.05
C -2.9264 2.0342 4.7826 0.07
C -3.6597 2.3514 3.6891 0.08
N -2.9931 1.8080 2.5945 0.03
C -3.5219 1.8462 1.2642 0.00
C -1.8474 1.1506 2.9826 0.04
Se -0.4399 0.2370 2.0131 0.70
H -1.3023 -0.2472 5.6517 0.00
H -0.6268 1.3724 6.0417 0.00
H 0.0151 0.4177 4.7057 0.00
H -3.0766 2.2435 5.8295 0.00
H -4.5830 2.9058 3.5678 0.00
H -4.4277 1.2363 1.1815 0.00
H -3.7543 2.8767 0.9736 0.00
H -2.8037 1.4327 0.5677 0.00

[3]
75
Properties=species:S:1:pos:R:3:lowdin_spin:R:1 method="wB97M-V/def2-TZVPD" fmax_ev_per_a=8.33 spin_multiplicity=2 s2=0.754 orbital_gap_ev="8.810 / 9.553"
C 3.4220 -0.4752 -0.7509 0.00
C 2.2537 0.6855 -0.6123 0.00
N 2.3310 1.7465 -1.7288 0.00
C 1.1756 2.6828 -1.4535 0.00
C -0.2046 2.3498 -2.2715 0.00
C -1.5738 2.3669 -1.3716 0.00
C -2.8183 2.6877 -2.4420 0.00
C -1.9145 0.9067 -0.7142 0.01
C -3.0972 0.8937 0.4107 0.02
C -2.9404 -0.5560 1.2298 0.01
C -4.6339 0.8835 -0.1992 0.01
N -3.0416 1.9731 1.4549 0.35
O -3.2452 1.5276 2.7056 0.55
C -1.8577 2.8965 1.3307 0.02
C -0.4576 2.3069 2.0055 0.02
C -2.2331 4.2358 2.2618 0.00
C -1.6281 3.5079 -0.1982 0.00
C 3.6342 2.4994 -1.3922 0.00
C 5.0808 2.1860 -2.1524 0.00
O 3.7035 3.4450 -0.4160 0.00
H 3.6547 -0.7618 -1.8629 0.00
H 3.0359 -1.3966 -0.0996 0.00
H 4.3691 -0.0567 -0.1634 0.00
H 1.1631 0.2445 -0.6083 0.00
H 2.5064 1.2711 0.3921 0.00
H 1.0603 2.7659 -0.2913 0.00
H 1.5297 3.7599 -1.8252 0.00
H -0.3757 3.0260 -3.2300 0.00
H -0.0858 1.2403 -2.6934 0.00
H -2.4881 3.6869 -3.0055 0.00
H -2.9216 1.8443 -3.2675 0.00
H -3.8213 2.9458 -1.8965 0.00
H -2.2917 0.2166 -1.6124 0.00
H -0.9864 0.3406 -0.2576 0.00
H -2.7710 -1.3824 0.3924 0.00
H -3.9034 -0.8497 1.8265 0.00
H -1.9472 -0.5827 1.8867 0.00
H -5.0589 1.9841 -0.3529 0.00
H -5.3570 0.3935 0.6140 0.00
H -4.7568 0.2153 -1.1649 0.00
H -0.6140 1.8611 3.0855 0.00
H 0.3541 3.1702 1.9701 0.00
H 0.0105 1.4226 1.3547 0.00
H -3.3303 4.6086 2.0996 0.00
H -1.4026 5.0307 2.0073 0.00
H -2.0097 3.8967 3.3845 0.00
H -2.6062 4.1574 -0.4132 0.00
H -0.7390 4.2691 -0.1952 0.00
H 5.8310 1.8672 -1.2804 0.00
H 5.5566 3.1438 -2.6411 0.00
H 5.0087 1.2598 -2.8678 0.00
C -1.9758 -3.0124 -2.5426 0.00
O -2.2072 -1.8482 -2.2414 0.00
N -2.4949 -4.1207 -1.9075 0.00
C -2.1713 -5.4688 -2.3259 0.00
C -3.3924 -3.9329 -0.7866 0.00
H -1.3065 -3.2684 -3.3799 0.00
H -3.0946 -5.9822 -2.6093 0.00
H -1.6998 -5.9946 -1.4906 0.00
H -1.4872 -5.4634 -3.1788 0.00
H -4.2610 -3.3566 -1.1189 0.00
H -2.8733 -3.3688 -0.0059 0.00
H -3.7202 -4.8970 -0.3883 0.00
C 3.5132 -2.4538 2.3099 0.00
O 2.3197 -2.5700 2.0614 0.00
N 4.2767 -3.3648 3.0086 0.00
C 5.6868 -3.1531 3.2613 0.00
C 3.6507 -4.5721 3.5062 0.00
H 4.0873 -1.5736 1.9779 0.00
H 6.2534 -3.9747 2.8138 0.00
H 5.8538 -3.1375 4.3423 0.00
H 6.0266 -2.2068 2.8319 0.00
H 3.2340 -5.1305 2.6626 0.00
H 2.8363 -4.2975 4.1833 0.00
H 4.3771 -5.1937 4.0367 0.00

[4]
77
Properties=species:S:1:pos:R:3:lowdin_charge:R:1 method="wB97M-V/def2-TZVPD" fmax_ev_per_a=0.69 orbital_gap_ev=9.756 smiles="O=C(Nc1ccccn1)OO.CCOCC.CCOCC.CCOCC.CCOCC"
O 3.8170 -4.9499 0.9265 0.15
C 3.0803 -4.0100 0.9037 -0.53
N 1.8953 -3.8474 0.1573 0.14
C 0.6889 -3.9945 0.9288 -0.32
C 0.1780 -2.8898 1.6021 -0.01
C -0.9711 -3.0562 2.3561 -0.05
C -1.5620 -4.3173 2.3844 -0.06
C -0.9840 -5.3400 1.6489 -0.13
N 0.1331 -5.1915 0.9327 0.13
O 3.2701 -2.8419 1.5924 -0.01
O 4.2704 -2.9902 2.5904 0.03
H 1.9047 -4.5604 -0.5653 0.14
H 0.6908 -1.9391 1.5341 0.12
H -1.3985 -2.2203 2.8945 0.11
H -2.4614 -4.5033 2.9569 0.10
H -1.4300 -6.3288 1.6385 0.10
H 5.0854 -2.8994 2.0739 0.11
C -2.0461 0.1529 -1.4093 -0.07
C -2.6817 -1.0522 -0.7408 -0.28
O -3.0874 -0.8275 0.5992 -0.17
C -4.0641 0.1779 0.7937 -0.29
C -5.3826 -0.0950 0.0898 -0.08
H -1.2242 0.5351 -0.8014 0.08
H -1.6480 -0.1287 -2.3852 0.06
H -2.7611 0.9641 -1.5600 0.07
H -1.9540 -1.8622 -0.6761 0.11
H -3.5209 -1.4249 -1.3396 0.11
H -3.6721 1.1589 0.5001 0.11
H -4.2225 0.2092 1.8723 0.12
H -5.2828 -0.0587 -0.9957 0.07
H -6.1194 0.6554 0.3789 0.08
H -5.7630 -1.0802 0.3628 0.08
C 2.0455 0.2858 6.2772 -0.08
C 1.0157 -0.5233 5.5077 -0.29
O -0.2744 -0.5318 6.0939 -0.16
C -0.9061 0.7299 6.2079 -0.28
C -1.1483 1.4243 4.8775 -0.08
H 2.0856 -0.0410 7.3170 0.08
H 3.0304 0.1498 5.8298 0.08
H 1.8221 1.3538 6.2668 0.07
H 1.3201 -1.5697 5.4807 0.12
H 0.9601 -0.1832 4.4667 0.10
H -0.3425 1.3852 6.8821 0.11
H -1.8599 0.5212 6.6930 0.12
H -0.2171 1.7207 4.3929 0.07
H -1.7407 2.3267 5.0332 0.08
H -1.6899 0.7662 4.1959 0.07
C 0.8377 1.1044 -5.8901 -0.08
C 1.2598 0.3668 -4.6312 -0.27
O 0.3096 -0.5764 -4.1682 -0.18
C 0.0028 -1.6380 -5.0534 -0.28
C 1.1933 -2.5140 -5.4042 -0.08
H -0.1466 1.5553 -5.7545 0.08
H 1.5550 1.8947 -6.1127 0.08
H 0.7902 0.4447 -6.7579 0.07
H 1.3685 1.0784 -3.8120 0.11
H 2.2384 -0.1058 -4.7728 0.11
H -0.4719 -1.2564 -5.9648 0.11
H -0.7477 -2.2306 -4.5288 0.12
H 1.9361 -1.9788 -5.9971 0.07
H 0.8618 -3.3733 -5.9880 0.08
H 1.6797 -2.8755 -4.4972 0.08
C -0.3183 5.4962 -2.1231 -0.08
C 0.4016 4.2259 -2.5425 -0.29
O 1.7298 4.4308 -2.9898 -0.17
C 2.6200 4.9883 -2.0395 -0.28
C 2.8103 4.1368 -0.7955 -0.08
H -0.2775 6.2381 -2.9216 0.08
H -1.3634 5.2744 -1.9051 0.08
H 0.1188 5.9395 -1.2272 0.07
H -0.1131 3.7759 -3.3923 0.11
H 0.3783 3.4876 -1.7323 0.10
H 2.3053 6.0013 -1.7637 0.11
H 3.5679 5.0843 -2.5692 0.12
H 1.9020 4.0782 -0.1942 0.07
H 3.5929 4.5664 -0.1692 0.08
H 3.1013 3.1217 -1.0693 0.08